Below is a molecular structure, C5H4LuO2 at a distorted geometry, with properties calculated with wB97M-V/def2-TZVPD.

```
! RIJCOSX wB97M-V def2-TZVPD def2/J DEFGRID3
* xyz 3 1
O 2.272 -1.611 1.212
C 1.301 -1.725 0.641
C 0.118 -1.813 -0.050
C -0.654 -0.689 -0.204
C -1.852 -0.184 -0.047
H -0.252 -2.827 -0.234
H -2.163 0.162 0.942
H -2.319 0.353 -0.877
C 0.481 1.615 -0.509
O 1.663 1.680 -0.104
Lu 1.061 3.657 0.818
H 0.344 1.381 -1.590
*
```

Values from the calculation:
* E: -1577.475570 Eh
* E_LUMO (spin up / spin down): -15.2 / -15.2 eV
* energy above the lowest of the compared OMol25 structures with the same formula, charge and spin: 60.17 kcal per mole
* HOMO (spin up / spin down): -21.73 / -21.73 eV